C2H6N2S | ωB97M-V/def2-TZVPD

```
11
Properties=species:S:1:pos:R:3:forces:R:3:nbo_charge:R:1
S 0.791 1.546 -0.495 -1.784 -0.330 -1.116 -0.190
N 0.508 -0.548 1.221 -1.078 2.880 0.629 -0.664
N -0.291 -0.768 0.050 0.457 -0.520 1.384 -0.291
C -1.291 -1.931 0.238 0.058 -0.225 0.344 -0.474
C -0.391 0.325 -0.717 -2.110 0.658 -1.245 -0.072
H -1.494 -2.315 -1.054 -0.063 1.120 4.642 0.254
H -1.485 0.472 -1.382 3.613 -0.719 1.667 0.232
H 1.484 -0.427 0.956 -0.025 -0.444 -0.432 0.365
H 0.353 0.730 1.324 0.573 -4.008 -0.062 0.328
H -0.845 -2.986 1.070 -0.968 3.725 -3.201 0.272
H -2.103 -1.358 0.987 1.326 -2.138 -2.611 0.241
```
Forces are in eV/Å.

Values from the calculation:
Relative energy (zero: lowest compared OMol25 entry of this formula, charge and spin), kJ/mol: 554.1
Kohn-Sham gap, eV: 8.803